1.
DFT (ωB97M-V/def2-TZVPD) results for a 2-piece molecular cluster, C39H38NO overall.

The energy above the lowest of the compared OMol25 structures with the same formula, charge and spin comes out at 81.2 kcal/mol. As for the LUMO energy: -5.55 eV. Its HOMO energy is -9.85 eV. Its net charge is +1.

The geometry in XYZ format:
```
79
Properties=species:S:1:pos:R:3:lowdin_charge:R:1
C 3.938 -2.768 -2.637 -0.068
C 3.444 -1.714 -1.856 -0.061
C 2.116 -1.732 -1.449 -0.055
C 1.219 -2.688 -1.885 -0.242
C -0.179 -2.522 -1.502 -0.008
C -1.034 -1.604 -2.104 -0.169
N -2.405 -1.792 -2.245 -0.067
C -2.958 -3.118 -1.978 -0.163
C -4.491 -3.155 -1.913 -0.178
C -5.179 -2.432 -3.067 -0.208
C -4.580 -1.051 -3.277 -0.178
C -3.050 -1.058 -3.335 -0.155
C -0.496 -0.262 -2.476 -0.188
C 0.499 -0.128 -3.446 -0.032
C 1.020 1.120 -3.765 -0.064
C 0.538 2.258 -3.122 -0.080
C -0.503 2.151 -2.207 -0.082
C -1.016 0.902 -1.880 -0.046
C 1.733 -3.769 -2.633 -0.009
C 3.073 -3.794 -3.022 -0.065
H 4.983 -2.773 -2.919 0.106
H 4.110 -0.906 -1.568 0.087
H 1.686 -1.034 -0.664 0.092
H -0.610 -3.375 -0.963 0.100
H -2.620 -3.825 -2.761 0.138
H -2.566 -3.479 -1.025 0.108
H -4.795 -4.211 -1.879 0.117
H -4.798 -2.693 -0.967 0.115
H -5.096 -3.031 -3.981 0.116
H -6.243 -2.342 -2.835 0.112
H -4.957 -0.623 -4.215 0.119
H -4.907 -0.392 -2.463 0.118
H -2.733 -0.013 -3.340 0.110
H -2.744 -1.488 -4.307 0.138
H 0.849 -1.024 -3.953 0.127
H 1.803 1.197 -4.513 0.109
H 0.986 3.227 -3.323 0.106
H -0.911 3.036 -1.725 0.108
H -1.826 0.814 -1.161 0.123
H 1.054 -4.567 -2.925 0.120
H 3.456 -4.611 -3.647 0.116
C 5.977 -1.881 4.217 -0.028
C 4.971 -1.286 3.258 -0.226
C 5.333 -0.964 1.943 0.000
C 4.388 -0.431 1.073 -0.002
C 3.031 -0.312 1.429 -0.170
C 2.058 0.143 0.410 0.087
C 0.978 1.007 0.905 -0.223
C -0.146 0.466 1.558 -0.023
C -1.237 1.258 1.915 0.014
C -1.169 2.634 1.664 -0.224
O -2.323 3.433 1.743 0.004
C -2.672 3.971 2.987 -0.245
C -3.065 5.309 2.980 -0.008
C -3.223 5.980 4.186 -0.072
C -3.097 5.285 5.388 -0.090
C -2.790 3.921 5.394 -0.070
C -2.574 3.248 4.180 -0.014
C 0.003 3.236 1.179 0.028
C 1.062 2.418 0.805 0.000
C 2.711 -0.532 2.791 0.025
C 3.661 -1.020 3.686 -0.004
H 5.460 -2.458 4.995 0.087
H 6.665 -2.553 3.688 0.091
H 6.590 -1.124 4.731 0.102
H 6.362 -1.116 1.611 0.130
H 4.708 -0.070 0.104 0.106
H 2.557 0.596 -0.459 0.137
H -0.155 -0.603 1.772 0.128
H -2.133 0.823 2.368 0.132
H -3.175 5.810 2.030 0.118
H -3.445 7.044 4.192 0.110
H -3.250 5.787 6.339 0.105
H -2.696 3.351 6.326 0.111
H -2.315 2.186 4.143 0.102
H 0.051 4.327 1.077 0.142
H 1.984 2.876 0.431 0.133
H 1.712 -0.290 3.158 0.117
H 3.396 -1.197 4.733 0.129
```

---

2.
DFT (ωB97M-V/def2-TZVPD) results for C3H4NaO4Tl as an isolated structure.

The energy above the lowest of the compared OMol25 structures with the same formula, charge and spin comes out at 0.0 kcal/mol. As for the LUMO energy (spin up / spin down): -1.35 / -1.35 eV. Its HOMO energy (spin up / spin down) is -6.65 / -6.65 eV.

The geometry in XYZ format:
```
13
Properties=species:S:1:pos:R:3:lowdin_charge:R:1
H -0.699 -1.589 2.373 0.077
O 1.441 -0.740 1.209 -0.416
C 0.335 -1.190 0.811 -0.442
C -0.189 -0.775 -0.561 -0.161
O -0.832 0.493 -0.488 -0.098
C -0.099 1.669 -0.616 -0.717
O 1.140 1.584 -0.720 -0.230
O -0.820 2.675 -0.627 -0.010
Na -2.910 1.720 -0.434 0.791
Tl 2.793 0.677 0.295 0.928
H 0.160 -2.277 0.954 0.027
H -0.949 -1.488 -0.904 0.123
H 0.630 -0.758 -1.293 0.127
```

---

3.
DFT (ωB97M-V/def2-TZVPD) results for a 12-piece molecular cluster, C14H52N4O12 overall.

The energy above the lowest of the compared OMol25 structures with the same formula, charge and spin comes out at 195.2 kcal/mol. As for the LUMO energy: -0.06 eV. Its HOMO energy is -7.92 eV. Its SMILES is NC(N)=O.NC(N)=O.CCO.CCO.CO.CO.CO.CO.CO.CO.CO.CO.

The geometry in XYZ format:
```
82
Properties=species:S:1:pos:R:3:lowdin_charge:R:1
N 5.628 9.253 2.972 0.139
C 6.804 8.704 2.568 -0.606
N 7.154 8.962 1.359 0.185
O 7.710 8.198 3.481 -0.133
H 5.345 9.120 3.932 0.101
H 4.905 9.204 2.207 0.120
H 8.078 8.556 1.090 0.073
H 6.457 9.106 0.554 0.107
N 12.894 11.180 -0.167 0.128
C 12.145 10.865 0.834 -0.677
N 12.173 9.652 1.230 0.177
O 11.534 11.877 1.568 -0.140
H 12.856 12.265 -0.551 0.200
H 13.269 10.589 -0.921 0.089
H 11.340 9.432 1.820 0.078
H 12.569 8.909 0.653 0.070
C 7.640 4.803 4.028 -0.075
C 7.019 5.114 2.695 -0.306
O 7.311 4.072 1.723 -0.090
H 7.167 3.893 4.502 0.099
H 7.468 5.563 4.737 0.056
H 8.682 4.647 3.903 0.043
H 7.405 6.062 2.279 0.081
H 5.943 5.166 2.860 0.112
H 6.431 3.851 1.468 0.051
C 5.169 6.498 0.057 -0.069
C 5.238 7.335 -1.147 -0.300
O 5.929 8.543 -0.909 -0.106
H 5.115 7.022 0.969 0.057
H 6.095 5.991 0.083 0.053
H 4.407 5.762 0.070 0.084
H 4.257 7.717 -1.311 0.106
H 5.535 6.742 -2.036 0.118
H 5.638 9.136 -1.625 0.121
C 8.243 5.657 -3.847 -0.140
O 9.528 5.670 -3.286 -0.162
H 8.569 5.811 -4.884 0.088
H 7.460 6.387 -3.453 0.105
H 7.852 4.637 -3.835 0.079
H 9.909 4.792 -3.394 0.086
C 9.263 7.096 -0.236 -0.101
O 9.549 8.336 0.427 -0.115
H 10.085 6.553 -0.742 0.072
H 8.498 7.369 -0.985 0.078
H 8.804 6.389 0.461 0.067
H 10.448 8.495 0.315 0.000
C 9.668 8.710 -4.752 -0.123
O 9.919 8.388 -3.358 -0.137
H 8.626 8.844 -4.918 0.066
H 10.124 8.075 -5.499 0.082
H 10.005 9.717 -4.802 0.061
H 9.551 7.511 -3.308 -0.009
C 12.527 7.773 -1.256 -0.121
O 13.705 8.463 -0.769 -0.108
H 12.435 7.152 -2.179 0.107
H 11.730 8.540 -1.338 0.067
H 12.164 7.158 -0.419 0.067
H 14.410 8.267 -1.314 0.052
C 10.950 9.706 4.244 -0.125
O 10.233 9.323 3.086 -0.159
H 11.103 10.702 3.984 0.049
H 11.927 9.151 4.324 0.098
H 10.418 9.601 5.181 0.082
H 9.336 9.360 3.368 0.030
C 10.780 4.740 1.948 -0.145
O 11.162 3.438 2.335 -0.089
H 11.720 5.213 1.664 0.079
H 10.287 5.316 2.745 0.079
H 10.158 4.621 1.031 0.054
H 10.474 2.844 2.293 0.020
C 9.248 3.323 -1.192 -0.178
O 9.482 2.283 -0.256 -0.098
H 10.016 4.116 -1.189 0.064
H 8.375 3.879 -0.866 0.065
H 9.138 2.961 -2.247 0.088
H 9.164 1.465 -0.651 0.081
C 8.924 10.781 -1.683 -0.152
O 8.247 11.973 -1.394 -0.083
H 8.216 9.991 -1.476 0.054
H 9.783 10.538 -1.111 0.056
H 9.254 10.779 -2.742 0.078
H 7.759 12.238 -2.143 0.047
```

---

4.
DFT (ωB97M-V/def2-TZVPD) results for C32H80B6CrF24N4O4 as an isolated structure.

As for the LUMO energy (spin up / spin down): -3.63 / -1.80 eV. Its HOMO energy (spin up / spin down) is -11.43 / -11.43 eV. The spin multiplicity is 4. Its net charge is +1.

The geometry in XYZ format:
```
151
Properties=species:S:1:pos:R:3:lowdin_charge:R:1
Cr 0.069 1.426 -0.837 1.425
C 5.481 0.999 -5.254 -0.045
C 5.793 2.131 -4.125 -0.104
N 5.100 3.498 -4.364 -0.215
C 5.502 4.032 -5.770 0.013
C 3.559 3.389 -4.375 -0.144
C 2.859 4.729 -4.187 -0.036
C 5.713 4.520 -3.335 -0.046
C 5.436 4.214 -1.839 -0.159
O 6.197 3.114 -1.339 -0.205
C 6.035 2.868 0.029 -0.109
H 4.432 0.906 -5.536 0.068
H 5.814 0.025 -4.895 0.076
H 6.094 1.167 -6.139 0.060
H 6.875 2.258 -4.073 0.123
H 5.478 1.762 -3.149 0.103
H 4.859 4.872 -6.036 0.092
H 5.110 3.367 -6.539 0.095
H 6.569 4.220 -5.892 0.110
H 3.289 2.666 -3.605 0.119
H 3.318 2.904 -5.321 0.122
H 1.776 4.675 -4.296 0.097
H 3.103 5.469 -4.949 0.078
H 3.157 5.035 -3.185 0.078
H 5.147 5.403 -3.634 0.113
H 6.761 4.751 -3.524 0.136
H 4.398 4.077 -1.535 0.129
H 5.809 5.059 -1.261 0.133
H 4.984 2.648 0.216 0.083
H 6.357 3.667 0.698 0.090
H 6.569 2.007 0.430 0.087
C -4.284 -1.731 -4.427 -0.034
C -4.443 -0.857 -3.112 -0.077
N -5.280 -1.544 -1.920 -0.189
C -5.234 -0.638 -0.681 0.042
C -6.761 -1.709 -2.383 -0.142
C -7.476 -0.396 -2.856 -0.051
C -4.698 -2.929 -1.551 -0.071
C -4.885 -3.425 -0.109 -0.212
O -6.167 -3.697 0.308 -0.162
C -6.968 -4.584 -0.355 -0.131
H -5.283 -1.822 -4.855 0.060
H -4.015 -2.743 -4.124 0.067
H -3.674 -1.358 -5.249 0.092
H -4.897 0.063 -3.482 0.119
H -3.468 -0.690 -2.655 0.109
H -5.985 -0.967 0.037 0.116
H -5.499 0.351 -1.057 0.100
H -4.197 -0.551 -0.355 0.090
H -7.322 -2.025 -1.504 0.108
H -6.826 -2.447 -3.183 0.121
H -8.543 -0.622 -2.863 0.086
H -7.135 -0.130 -3.857 0.071
H -7.290 0.515 -2.289 0.077
H -3.619 -2.789 -1.609 0.121
H -5.035 -3.749 -2.186 0.130
H -4.285 -2.823 0.573 0.114
H -4.405 -4.402 -0.059 0.138
H -6.570 -5.596 -0.431 0.101
H -7.308 -4.294 -1.349 0.072
H -7.940 -4.603 0.138 0.102
C 4.795 -1.475 1.994 -0.023
C 4.609 -2.701 1.025 -0.154
N 3.474 -3.721 1.341 -0.194
C 3.416 -4.544 -0.036 0.057
C 3.850 -4.716 2.538 -0.107
C 5.357 -5.130 2.667 -0.048
C 2.056 -3.105 1.535 -0.062
C 0.751 -3.944 1.726 -0.164
O 0.789 -4.767 2.882 -0.203
C -0.142 -5.778 2.809 -0.114
H 5.163 -1.835 2.955 0.066
H 3.946 -0.799 2.097 0.083
H 5.710 -1.073 1.559 0.083
H 5.507 -3.295 0.858 0.107
H 4.447 -2.272 0.036 0.113
H 4.436 -4.801 -0.323 0.097
H 2.854 -3.961 -0.765 0.107
H 2.800 -5.395 0.253 0.088
H 3.153 -5.542 2.395 0.109
H 3.502 -4.191 3.428 0.119
H 5.653 -5.399 1.653 0.063
H 5.458 -6.083 3.186 0.086
H 5.989 -4.307 2.999 0.077
H 2.019 -2.370 0.730 0.119
H 2.172 -2.431 2.384 0.122
H 0.934 -4.676 0.939 0.104
H -0.118 -3.303 1.578 0.119
H -1.052 -5.314 2.430 0.089
H -0.329 -6.240 3.779 0.097
H 0.257 -6.527 2.124 0.092
C -1.591 2.536 7.119 -0.062
C -1.437 1.727 5.851 -0.126
N -2.701 1.800 4.876 -0.183
C -3.873 0.992 5.591 0.035
C -3.162 3.256 4.633 -0.140
C -2.191 4.211 3.858 -0.041
C -2.391 1.009 3.548 -0.062
C -3.475 0.181 2.858 -0.179
O -3.723 -1.126 3.418 -0.193
C -2.658 -2.053 3.054 -0.070
H -0.655 2.382 7.657 0.096
H -2.444 2.169 7.689 0.069
H -1.845 3.591 7.021 0.081
H -1.290 0.649 5.926 0.129
H -0.616 2.102 5.240 0.122
H -3.646 -0.069 5.699 0.103
H -4.809 1.063 5.036 0.097
H -3.994 1.459 6.568 0.083
H -3.413 3.809 5.538 0.112
H -4.098 3.197 4.077 0.123
H -1.196 4.202 4.305 0.078
H -2.490 5.259 3.828 0.093
H -1.929 3.932 2.838 0.059
H -1.415 0.524 3.560 0.113
H -2.183 1.881 2.927 0.106
H -3.202 0.160 1.803 0.112
H -4.400 0.758 2.883 0.125
H -2.341 -2.025 2.011 0.071
H -3.115 -3.003 3.327 0.090
H -1.833 -1.915 3.753 0.085
B -0.838 -1.767 -1.097 -1.303
F -0.232 -2.963 -0.762 0.168
F -1.033 -1.728 -2.465 0.165
F -2.028 -1.681 -0.402 0.145
F -0.146 -0.577 -0.817 0.096
B 0.944 4.187 0.558 -1.420
F 2.194 4.613 0.952 0.151
F 0.077 4.111 1.629 0.164
F 0.596 5.087 -0.344 0.228
F 0.991 2.946 -0.001 0.144
B -2.510 2.148 -0.755 -1.493
F -3.267 2.534 -1.773 0.248
F -1.348 2.897 -0.758 0.171
F -3.159 2.294 0.439 0.195
F -2.043 0.931 -0.966 0.195
B 2.921 0.118 -1.822 -1.264
F 3.323 0.183 -3.177 0.137
F 2.529 -1.156 -1.379 0.138
F 3.854 0.654 -0.953 0.158
F 1.808 0.900 -1.677 0.125
B 0.484 0.587 1.683 -1.454
F 1.364 0.520 0.690 0.207
F 0.135 -0.681 2.119 0.175
F 0.903 1.360 2.674 0.254
F -0.666 1.203 1.154 0.139
B -0.067 2.094 -3.453 -1.423
F 0.872 2.107 -4.424 0.218
F -1.246 2.664 -3.809 0.211
F -0.336 0.924 -2.816 0.177
F 0.436 2.866 -2.446 0.158
```

---

| no. | molecular weight (g mol⁻¹) |
| --- | --- |
| 1 | 536.739 |
| 2 | 331.434 |
| 3 | 468.586 |
| 4 | 1157.836 |